[1]
The following is a DFT calculation (wB97M-V/def2-TZVPD) of a cluster of 2 separate species, C2H8N2 in total.

Atoms and positions in Å:
N 3.30 0.58 1.93
H 3.89 -0.25 1.89
H 2.81 0.53 2.81
H 2.61 0.45 1.19
C -0.81 -0.91 -0.52
C -1.96 -0.44 -0.99
N -2.16 0.90 -1.37
H 0.03 -0.28 -0.25
H -0.80 -1.94 -0.18
H -2.87 -1.02 -0.88
H -1.26 1.35 -1.48
H -2.77 1.04 -2.16

Summary:
2S+1 = 1
ΔE to the lowest compared entry with this formula, charge and spin = 12.6 kcal per mole
structure (SMILES) = C=CN.N
frontier orbital gap = 9.49 eV

natural (NBO) population analysis, charges in e, atoms 1 to 6: atom 1 (N): -1.063, atom 2 (H): 0.354, atom 3 (H): 0.356, atom 4 (H): 0.354, atom 5 (C): -0.524, atom 6 (C): 0.012

[2]
The following is a DFT calculation (wB97M-V/def2-TZVPD) of a structure of composition C4H10N4 in a non-equilibrium geometry.

Atoms and positions in Å:
C -0.80 0.69 1.04
C 0.01 1.21 -1.21
N 0.17 0.41 0.00
N 1.89 0.63 0.53
N 2.10 1.18 1.56
H 1.53 0.96 2.39
H -1.80 0.43 0.70
H -0.57 0.08 1.92
H 0.84 0.99 -1.89
H -0.94 1.00 -1.70
H -0.81 1.75 1.30
H 0.05 2.28 -0.97
C -0.69 -2.01 -0.82
C 0.48 -1.35 -0.16
N 1.54 -1.69 0.29
H -0.62 -3.08 -0.66
H -0.73 -1.80 -1.89
H -1.65 -1.68 -0.42

Summary:
2S+1 = 1
ΔE to the lowest compared entry with this formula, charge and spin = 130.5 kcal per mole
frontier orbital gap (spin up / spin down) = 7.54 / 7.54 eV

natural (NBO) population analysis, charges in e, atoms 1 to 6: atom 1 (C): -0.455, atom 2 (C): -0.436, atom 3 (N): -0.333, atom 4 (N): 0.177, atom 5 (N): -0.336, atom 6 (H): 0.344

[3]
The following is a DFT calculation (wB97M-V/def2-TZVPD) of the molecule C6H13NO in a non-equilibrium geometry.

Atoms and positions in Å:
C 0.09 1.55 -0.14
C 0.98 0.74 -0.80
C 1.88 0.05 0.34
C 0.33 -1.60 -0.21
C -1.12 -1.29 -0.22
C -1.12 1.02 0.74
H 0.43 2.20 0.56
H -0.21 2.35 -0.71
H 1.73 1.31 -1.41
H 0.34 -0.19 -1.40
H 2.68 -0.41 -0.08
H 2.42 0.58 1.20
H 0.98 -1.34 -1.16
H 0.25 -2.62 -0.18
H -1.71 -1.91 -0.89
H -1.42 -1.68 0.90
H -2.77 -0.08 0.04
H -0.89 0.72 1.75
H -2.14 1.53 0.97
N -1.62 0.04 -0.25
O 0.88 -0.97 0.95

Summary:
2S+1 = 1
ΔE to the lowest compared entry with this formula, charge and spin = 167.4 kcal per mole
structure (SMILES) = C1CCOCCNC1
frontier orbital gap = 9.45 eV

natural (NBO) population analysis, charges in e, atoms 1 to 6: atom 1 (C): -0.453, atom 2 (C): -0.449, atom 3 (C): -0.078, atom 4 (C): -0.109, atom 5 (C): -0.239, atom 6 (C): -0.216

[4]
The following is a DFT calculation (wB97M-V/def2-TZVPD) of a structure of composition C40H33I2N4O3PRuSe in a non-equilibrium geometry.

Atoms and positions in Å:
Ru 1.14 0.39 -0.42
C -3.33 -6.11 -3.48
O -4.00 -5.29 -4.41
C -4.26 -4.02 -4.12
C -5.01 -3.31 -5.08
C -5.31 -1.99 -4.89
C -4.85 -1.31 -3.74
C -4.13 -2.04 -2.76
C -3.85 -3.36 -2.95
N -5.19 -0.03 -3.58
N -4.86 0.83 -2.78
C -3.74 1.16 -2.15
C -3.83 1.90 -0.95
C -2.74 2.06 -0.13
C -1.49 1.49 -0.46
O -0.49 1.51 0.32
C -1.35 0.89 -1.76
N -0.10 0.45 -2.08
C 0.11 -0.02 -3.30
C -0.89 -0.05 -4.27
C -2.17 0.35 -3.96
C -2.44 0.79 -2.65
H -3.30 -7.10 -3.94
H -3.87 -6.16 -2.54
H -2.30 -5.77 -3.31
H -5.35 -3.84 -5.96
H -5.89 -1.44 -5.62
H -3.83 -1.54 -1.85
H -3.31 -3.90 -2.18
H -4.79 2.28 -0.66
H -2.84 2.59 0.81
H 1.11 -0.36 -3.55
H -0.64 -0.39 -5.26
H -2.95 0.34 -4.71
I 3.45 -0.04 -1.89
C 5.04 -0.97 -0.73
I 4.26 -1.98 0.95
H 5.74 -0.20 -0.41
H 5.52 -1.70 -1.39
Se -0.14 -1.57 0.55
C 0.12 -3.48 0.65
C 1.19 -4.01 1.36
C 1.41 -5.38 1.28
N 0.61 -6.17 0.61
C -0.45 -5.70 0.01
C -0.75 -4.35 0.00
H 1.83 -3.38 1.96
H 2.26 -5.83 1.77
H -1.08 -6.43 -0.49
H -1.64 -3.98 -0.49
O 2.39 0.65 1.35
P 2.25 1.90 2.20
C 3.85 2.45 2.81
C 4.89 1.56 3.04
C 6.07 2.01 3.60
C 6.19 3.34 3.97
C 5.15 4.23 3.75
C 3.97 3.79 3.17
C 1.57 3.17 1.09
C 2.12 3.22 -0.19
C 1.55 4.02 -1.16
C 0.43 4.78 -0.85
C -0.09 4.77 0.43
C 0.47 3.96 1.41
C 1.13 1.65 3.60
C 1.48 2.07 4.87
C 0.61 1.85 5.93
C -0.61 1.23 5.71
C -0.96 0.82 4.43
C -0.09 1.02 3.38
H 4.76 0.51 2.79
H 6.88 1.32 3.78
H 7.10 3.69 4.44
H 5.24 5.27 4.05
H 3.15 4.47 3.00
H 3.06 2.71 -0.39
H 1.99 4.07 -2.14
H -0.02 5.40 -1.61
H -0.93 5.40 0.67
H 0.05 3.94 2.41
H 2.43 2.56 5.04
H 0.89 2.18 6.92
H -1.29 1.09 6.53
H -1.91 0.34 4.26
H -0.37 0.72 2.38

Summary:
2S+1 = 1
ΔE to the lowest compared entry with this formula, charge and spin = 58.6 kcal per mole
frontier orbital gap (spin up / spin down) = 3.74 / 3.71 eV
charge = +2

Mulliken population analysis, charges in e, atoms 1 to 6: atom 1 (Ru): 1.174, atom 2 (C): -0.872, atom 3 (O): -0.396, atom 4 (C): 0.697, atom 5 (C): -0.617, atom 6 (C): -0.431

[5]
The following is a DFT calculation (wB97M-V/def2-TZVPD) of a structure of composition C37H54BN2O2P2PdSSe in a non-equilibrium geometry.

Atoms and positions in Å:
Pd -0.08 -0.91 -0.49
C 2.22 4.89 2.33
C 2.43 3.36 2.26
C 3.67 3.17 1.32
C 2.79 2.84 3.65
P 0.86 2.49 1.52
C 0.77 3.11 -0.22
N 1.23 2.17 -1.23
B 0.92 0.82 -1.44
N 1.19 0.63 -2.89
C 0.76 -0.59 -3.62
P 0.55 -1.97 -2.40
C 2.24 -2.68 -2.40
C 3.08 -1.71 -1.60
C 2.28 -3.94 -1.58
C 2.94 -2.85 -3.74
C -0.64 -3.20 -3.15
C -0.17 -4.07 -4.30
C -1.91 -2.46 -3.67
C -1.02 -4.03 -1.92
C 1.64 1.75 -3.51
C 2.03 1.99 -4.78
C 2.52 3.26 -5.17
C 2.59 4.28 -4.21
C 2.16 4.03 -2.89
C 1.70 2.77 -2.52
C -0.68 3.28 2.25
C -1.81 2.39 1.70
C -0.63 3.21 3.79
C -0.91 4.75 1.90
H 3.10 5.51 2.53
H 1.52 5.17 3.09
H 1.81 5.29 1.40
H 4.49 3.72 1.70
H 3.46 3.50 0.30
H 4.01 2.13 1.32
H 3.60 3.37 4.05
H 3.01 1.79 3.56
H 1.99 2.92 4.38
H 1.52 3.94 -0.18
H -0.20 3.51 -0.53
H 1.56 -0.83 -4.50
H -0.24 -0.50 -4.06
H 2.68 -1.50 -0.65
H 3.25 -0.79 -2.13
H 4.10 -2.09 -1.32
H 1.68 -3.74 -0.65
H 3.27 -4.20 -1.25
H 1.82 -4.82 -2.09
H 3.23 -1.90 -4.14
H 2.39 -3.51 -4.51
H 3.98 -3.39 -3.62
H 0.31 -3.59 -5.19
H -1.01 -4.58 -4.70
H 0.58 -4.78 -3.97
H -1.78 -1.84 -4.59
H -2.31 -1.79 -2.92
H -2.75 -3.15 -3.93
H -0.20 -4.50 -1.45
H -1.75 -4.83 -2.24
H -1.51 -3.39 -1.24
H 2.08 1.18 -5.50
H 3.02 3.30 -6.13
H 2.87 5.24 -4.50
H 2.11 4.82 -2.22
H -1.82 1.35 2.07
H -1.73 2.32 0.55
H -2.77 2.82 1.82
H -0.33 2.20 4.11
H -1.61 3.52 4.20
H 0.10 3.87 4.22
H -0.74 4.92 0.82
H -0.23 5.44 2.43
H -1.95 5.12 2.06
O -4.95 -3.82 3.80
C -5.26 -2.57 3.48
O -6.19 -2.03 3.99
C -4.50 -1.89 2.31
C -4.92 -0.60 1.94
C -4.20 0.01 0.91
C -3.12 -0.61 0.20
S -2.13 0.16 -1.09
C -2.87 -1.94 0.55
C -3.53 -2.55 1.58
H -3.95 -3.90 3.81
H -5.81 -0.11 2.39
H -4.41 1.05 0.64
H -2.19 -2.49 -0.11
H -3.26 -3.54 1.84
Se 0.90 -2.48 1.29
C -0.45 -2.42 2.69
C -0.86 -3.62 3.29
C -1.83 -3.59 4.29
C -2.40 -2.45 4.75
C -1.90 -1.23 4.21
C -0.85 -1.22 3.34
H -0.58 -4.60 2.93
H -2.16 -4.58 4.68
H -3.26 -2.42 5.49
H -2.20 -0.28 4.59
H -0.46 -0.29 2.85

Summary:
2S+1 = 3
ΔE to the lowest compared entry with this formula, charge and spin = 0.0 kcal per mole
frontier orbital gap (spin up / spin down) = 5.58 / 6.63 eV
charge = -1

Mulliken population analysis, charges in e, atoms 1 to 6: atom 1 (Pd): 0.128, atom 2 (C): -1.799, atom 3 (C): 1.678, atom 4 (C): -1.908, atom 5 (C): -1.954, atom 6 (P): 0.607

[6]
The following is a DFT calculation (wB97M-V/def2-TZVPD) of a cluster of 3 separate species, C2H11NO3 in total in a non-equilibrium geometry.

Atoms and positions in Å:
C -0.61 -1.56 -2.15
N -0.23 -0.19 -2.43
C -1.02 0.72 -1.53
O -1.04 0.49 -0.12
H -1.77 -1.55 -2.03
H -0.20 -2.19 -2.95
H -0.07 -1.79 -1.11
H 0.81 0.00 -2.26
H -2.03 0.47 -1.86
H -0.67 1.76 -1.72
H -0.14 0.24 0.22
H -1.24 0.27 2.31
H -0.66 -0.76 3.26
O -0.36 0.06 2.72
H 2.29 1.43 3.41
H 3.79 1.00 3.32
O 3.14 1.59 2.91

Summary:
2S+1 = 2
ΔE to the lowest compared entry with this formula, charge and spin = 49.7 kcal per mole
frontier orbital gap (spin up / spin down) = 9.82 / 4.42 eV
charge = +1

natural (NBO) population analysis, charges in e, atoms 1 to 6: atom 1 (C): -0.484, atom 2 (N): -0.101, atom 3 (C): 0.024, atom 4 (O): -0.657, atom 5 (H): 0.264, atom 6 (H): 0.280

[7]
The following is a DFT calculation (wB97M-V/def2-TZVPD) of a cluster of 2 separate species, C4H11N3O2 in total in a non-equilibrium geometry.

Atoms and positions in Å:
C 0.75 0.36 1.51
C 0.79 -0.13 3.02
O -0.38 -0.50 3.49
O 1.79 -0.18 3.72
H -0.03 1.14 1.46
H 0.40 -0.54 0.93
H 1.56 0.51 1.07
C -1.94 -0.83 -1.03
C 0.29 -0.08 -1.72
N -0.50 -1.01 -1.29
N -0.03 1.33 -1.67
N 1.67 -0.25 -2.09
H -1.17 -0.44 2.84
H -0.66 1.50 -0.79
H 0.70 2.07 -1.56
H 1.73 -1.17 -2.42
H 2.08 0.43 -2.67
H -2.13 -0.88 0.04
H -2.60 -1.49 -1.55
H -2.33 0.16 -1.28

Summary:
2S+1 = 1
ΔE to the lowest compared entry with this formula, charge and spin = 55.5 kcal per mole
structure (SMILES) = CN=C(N)N.CC(=O)O
frontier orbital gap = 9.55 eV

natural (NBO) population analysis, charges in e, atoms 1 to 6: atom 1 (C): -0.714, atom 2 (C): 0.797, atom 3 (O): -0.672, atom 4 (O): -0.579, atom 5 (H): 0.204, atom 6 (H): 0.246

[8]
The following is a DFT calculation (wB97M-V/def2-TZVPD) of a cluster of 3 separate species, C27H46FN6O8P in total in a non-equilibrium geometry.

Atoms and positions in Å:
C 4.29 -3.07 3.19
C 3.21 -2.17 2.29
O 1.95 -2.08 2.74
N 3.77 -1.53 1.04
C 3.60 -2.40 -0.19
C 4.21 -2.04 -1.70
O 2.94 -3.57 -0.06
C 3.28 -0.11 0.83
C 4.40 1.09 1.11
P 6.16 0.66 1.72
N 6.09 0.35 3.51
O 6.76 -0.84 1.06
C 4.01 2.66 0.88
C 5.18 3.80 1.13
C 5.16 4.42 2.66
O 3.82 4.88 3.08
C 3.30 4.10 4.22
O 2.07 3.55 4.07
C 2.48 3.00 0.39
C 2.06 4.60 0.19
C 1.76 5.01 -1.37
C 2.91 6.16 -1.77
F 1.73 3.87 -2.32
C 1.30 1.85 0.10
N -0.02 2.37 -0.38
C -0.92 1.18 -0.60
C -2.45 1.52 -1.18
C -0.58 -0.39 -0.33
O -1.61 -1.41 -0.58
N 0.77 -0.84 0.15
C 1.74 0.30 0.34
H 5.08 -2.34 3.70
H 4.94 -3.78 2.48
H 3.78 -3.69 4.04
H 4.86 -1.04 -1.69
H 3.33 -1.85 -2.49
H 4.83 -2.95 -2.15
H 6.93 -0.24 3.78
H 6.17 1.27 4.01
H 6.78 -0.84 0.06
H 4.94 4.72 0.41
H 6.24 3.41 0.79
H 5.85 5.39 2.64
H 5.51 3.64 3.49
H 3.86 3.95 5.25
H 1.05 4.80 0.80
H 2.86 5.33 0.69
H 0.72 5.60 -1.39
H 2.38 6.87 -2.56
H 3.16 6.85 -0.84
H 3.90 5.68 -2.17
H -3.22 0.64 -0.93
H -2.83 2.58 -0.83
H -2.43 1.57 -2.37
H -1.71 -1.61 -1.56
C -8.04 0.72 -4.80
C -7.71 0.65 -3.31
C -6.30 1.20 -2.96
O -5.23 0.32 -3.29
C -4.84 0.36 -4.66
N -7.87 -0.74 -2.85
H -7.54 -0.06 -5.38
H -9.11 0.60 -4.95
H -7.75 1.69 -5.22
H -8.44 1.27 -2.79
H -6.25 1.32 -1.87
H -6.14 2.19 -3.39
H -4.94 1.36 -5.09
H -5.43 -0.37 -5.23
H -3.79 0.05 -4.72
H -7.75 -0.76 -1.83
H -7.08 -1.27 -3.20
C -3.56 -4.92 3.04
C -3.44 -4.26 1.67
C -3.13 -5.26 0.53
O -1.77 -5.70 0.49
C -1.47 -6.74 1.41
N -2.43 -3.19 1.74
H -2.58 -5.17 3.47
H -4.05 -4.24 3.75
H -4.16 -5.84 2.99
H -4.41 -3.81 1.44
H -3.29 -4.74 -0.43
H -3.81 -6.11 0.54
H -2.31 -7.43 1.55
H -1.16 -6.32 2.36
H -0.62 -7.31 1.01
H -2.43 -2.69 0.85
H -1.51 -3.64 1.76

Summary:
2S+1 = 1
structure (SMILES) = CC(=O)N(C(C)=O)c1c(P(N)O)c(CCOC=O)c(C[C@@H](C)F)c2nc(C)c(O)nc12.COC[C@@H](C)N.COC[C@@H](C)N
frontier orbital gap = 6.68 eV

Mulliken population analysis, charges in e, atoms 1 to 6: atom 1 (C): -0.868, atom 2 (C): 0.522, atom 3 (O): -0.488, atom 4 (N): 0.662, atom 5 (C): 0.565, atom 6 (C): -0.898